No. 1
A cluster of 7 separate species, C10H14Cl18O4 in total. Source: the OMol25 dataset; level of theory: wB97M-V/def2-TZVPD.

```
46
C10H14Cl18O4, DFT wB97M-V/def2-TZVPD
C -1.8727 0.1050 -0.1449
C -0.4367 -0.3098 0.4676
O 0.6409 -0.3503 -0.4989
O 1.1653 0.8811 -0.7251
C 1.0679 1.0523 -2.1696
O 0.8987 0.0603 -2.9312
O 1.1324 2.4042 -2.6548
C -0.0677 3.0550 -2.0726
H -1.7687 0.5441 -1.1958
H -2.4103 0.8598 0.5454
H -2.5695 -0.8215 -0.2549
H -0.5622 -1.3962 0.8495
H -0.2356 0.3294 1.3905
H -0.3285 4.0168 -2.6282
H -0.9448 2.3201 -2.2553
H 0.1023 3.2097 -0.9408
Cl 1.7538 0.1066 3.0794
C 2.6548 1.5041 2.4759
Cl 1.7134 2.9885 2.6849
Cl 4.2169 1.6385 3.2962
H 2.8373 1.3609 1.4120
Cl -2.7630 -0.2625 -3.9544
C -2.5146 -1.9085 -3.3524
Cl -3.7775 -2.3426 -2.1889
Cl -2.4812 -3.0619 -4.6940
H -1.5520 -1.9460 -2.8439
Cl -1.9036 -4.4237 -7.6043
C -1.6293 -2.8439 -8.3524
Cl -0.1926 -2.8852 -9.3844
Cl -3.0485 -2.3409 -9.2819
H -1.4620 -2.1149 -7.5609
Cl -5.5046 -2.4543 0.3152
C -5.0937 -3.0933 1.9131
Cl -3.5394 -3.9379 1.8635
Cl -5.0567 -1.7927 3.1123
H -5.8623 -3.8067 2.2050
Cl 5.0049 5.8589 2.3167
C 5.4193 5.2206 3.9141
Cl 6.9748 4.3782 3.8631
Cl 5.4549 6.5212 5.1136
H 4.6521 4.5055 4.2066
Cl 3.8328 -2.8749 5.9056
C 2.3758 -2.1964 6.6454
Cl 2.3971 -0.4298 6.5543
Cl 0.9239 -2.8416 5.8654
H 2.3581 -2.4853 7.6947
```

Calculated values
Frontier orbital gap: 10.79 eV
2S+1: 1
Structure (SMILES): CCOOC(=O)OC.ClC(Cl)Cl.ClC(Cl)Cl.ClC(Cl)Cl.ClC(Cl)Cl.ClC(Cl)Cl.ClC(Cl)Cl
LUMO: 0.21 eV
Electronic energy: -244185.529 eV

From a Löwdin analysis of the wavefunction, the atomic charges in e read: -0.071, -0.208, -0.144, -0.022, -0.373, 0.100, -0.063, -0.045, 0.041, 0.091, 0.038, 0.142, 0.069, 0.110, 0.095, 0.111, 0.548, -1.511, 0.526, 0.540, 0.010, 0.532, -1.512, 0.496, 0.524, 0.016, 0.491, -1.548, 0.521, 0.518, 0.001, 0.492, -1.530, 0.517, 0.519, 0.017, 0.511, -1.560, 0.510, 0.519, -0.020, 0.518, -1.541, 0.501, 0.511, 0.014

No. 2
The ion C19H28N3O with charge +1. Source: the OMol25 dataset; level of theory: wB97M-V/def2-TZVPD.

```
51
C19H28N3O, DFT wB97M-V/def2-TZVPD
C 5.9538 -2.8060 1.3351
C 5.2451 -1.9505 0.8963
C 4.3412 -0.9195 0.4311
C 3.0332 -1.5174 -0.1499
C 2.9549 -1.4553 -1.6837
C 2.1318 -0.3065 -2.2266
C 0.6610 -0.2468 -1.9081
N 0.3047 1.1931 -2.1046
C -0.4793 1.7548 -0.9233
O -1.6799 1.0721 -0.8518
C -2.1537 0.8960 0.4616
C -2.1921 1.9845 1.3065
C -2.6127 1.8580 2.6184
C -2.6016 3.0604 3.5205
C -2.9976 0.5979 3.0421
C -2.9787 -0.4774 2.1833
C -2.5583 -0.3712 0.8648
C -2.5325 -1.6217 -0.0112
C -3.5007 -2.7023 0.4993
C -2.8429 -1.3624 -1.4978
C 1.5092 1.8381 -2.0007
N 1.6837 3.1918 -2.0985
N 2.5307 1.0397 -1.7494
H 6.5162 -3.6011 1.7535
H 4.8363 -0.2438 -0.2657
H 4.0804 -0.3300 1.3105
H 2.1744 -1.0772 0.3531
H 3.0412 -2.5685 0.1203
H 2.6018 -2.3936 -2.1035
H 3.9706 -1.3145 -2.0548
H 2.2490 -0.2842 -3.3144
H 0.4203 -0.4891 -0.8696
H 0.0965 -0.9292 -2.5315
H -0.6456 2.8084 -1.1449
H 0.1270 1.6142 -0.0234
H -1.8895 2.9538 0.9334
H -1.5986 3.1491 3.9424
H -2.7985 3.9637 2.9518
H -3.2741 2.9536 4.3642
H -3.3093 0.4769 4.0698
H -3.2954 -1.4209 2.5962
H -1.5188 -2.0297 0.0514
H -3.1054 -3.2345 1.3577
H -3.7567 -3.3840 -0.3032
H -4.4353 -2.2277 0.7971
H -1.9623 -0.9827 -2.0081
H -3.6274 -0.6262 -1.6470
H -3.0878 -2.2956 -1.9937
H 2.1493 3.5900 -2.8947
H 1.3894 3.7832 -1.3413
H 3.4331 1.3902 -2.0590
```

Calculated values
Charge: +1
Frontier orbital gap: 7.50 eV
2S+1: 1
Structure (SMILES): C#CCCC[C@H]1CN(COc2cc(C)ccc2C(C)C)C(N)=[NH+]1
Energy above the lowest of the compared OMol25 structures with the same formula, charge and spin: 41.6 kcal per mole
LUMO: -3.82 eV
Electronic energy: -26666.302 eV

From a Löwdin analysis of the wavefunction, the atomic charges in e read: 0.131, -0.156, -0.214, -0.171, -0.127, -0.262, -0.063, 0.076, -0.160, -0.035, -0.196, 0.014, -0.262, -0.035, -0.026, -0.020, -0.114, -0.335, -0.070, -0.056, -0.360, 0.183, 0.209, 0.032, 0.105, 0.117, 0.102, 0.113, 0.129, 0.122, 0.162, 0.127, 0.135, 0.137, 0.154, 0.125, 0.088, 0.080, 0.082, 0.120, 0.110, 0.132, 0.079, 0.074, 0.091, 0.038, 0.096, 0.077, 0.126, 0.118, 0.180

No. 3
An isolated molecule of C4H5NO2. Source: the OMol25 dataset; level of theory: wB97M-V/def2-TZVPD.

```
12
C4H5NO2, DFT wB97M-V/def2-TZVPD
C -0.5323 0.5403 -0.0014
C -1.9349 0.2641 -0.4075
C 1.1866 0.2024 -0.3648
C 1.8542 -0.7851 0.5090
N -2.9873 -0.1717 -0.6010
O 1.6631 0.8803 -1.1491
O -4.1162 -0.3704 -0.8556
H -0.4416 0.5733 1.1076
H -0.4684 1.5081 -0.2893
H 1.6683 -0.1770 1.3878
H 1.2312 -1.6494 0.4512
H 2.8772 -0.8149 0.2131
```

Calculated values
Frontier orbital gap (spin up / spin down): 5.77 / 6.84 eV
2S+1: 3
Energy above the lowest of the compared OMol25 structures with the same formula, charge and spin: 114.2 kcal per mole
LUMO (spin up / spin down): 0.58 / -3.08 eV
Electronic energy: -9804.722 eV

From a Löwdin analysis of the wavefunction, the atomic charges in e read: -0.008, 0.043, -0.509, -0.016, -0.140, 0.163, 0.058, 0.120, 0.047, 0.080, 0.078, 0.084

No. 4
A structure of composition C26H24F4N2O4RuTe. Source: the OMol25 dataset; level of theory: wB97M-V/def2-TZVPD.

```
62
C26H24F4N2O4RuTe, DFT wB97M-V/def2-TZVPD
Ru 0.2383 -0.7285 -0.1050
C -1.7759 -2.2672 1.5644
N -0.7453 -2.4956 0.5337
C -1.3173 -3.3050 -0.5611
C 0.3919 -3.2334 1.1617
C 1.5741 -3.2875 0.2054
N 1.6286 -1.9807 -0.4497
C 2.5934 -1.7079 -1.4188
C 2.2473 -0.8489 -2.4730
F 0.9851 -0.3292 -2.4994
C 3.1094 -0.5371 -3.4966
F 2.6945 0.2815 -4.4637
C 4.3847 -1.0713 -3.5257
C 4.7459 -1.9213 -2.5018
F 5.9665 -2.4532 -2.4795
C 3.8801 -2.2375 -1.4658
F 4.3207 -3.0460 -0.4935
H -2.1452 -3.2251 1.9411
H -2.6100 -1.7146 1.1356
H -1.3444 -1.6964 2.3833
H -1.6305 -4.2843 -0.1895
H -0.5807 -3.4353 -1.3510
H -2.1820 -2.7890 -0.9734
H 0.0690 -4.2345 1.4614
H 0.6692 -2.6764 2.0567
H 1.4665 -4.0813 -0.5408
H 2.4824 -3.4944 0.7706
H 5.0773 -0.8281 -4.3180
O 1.4773 1.0516 0.0870
C 1.2884 0.9648 1.3298
O 0.5475 -0.0429 1.7219
C 1.8156 1.9045 2.3071
C 2.6641 2.9155 1.8677
C 3.2011 3.8406 2.7595
C 2.8472 3.6972 4.0800
O 3.2259 4.4641 5.1247
C 2.6243 3.8935 6.2945
O 1.8169 2.7949 5.8663
C 1.9979 2.6862 4.5212
C 1.4633 1.7690 3.6654
H 2.9026 2.9738 0.8150
H 3.8628 4.6312 2.4375
H 1.9964 4.6422 6.7754
H 3.4085 3.5336 6.9610
H 0.8058 0.9823 4.0045
C -2.1046 1.2488 -2.4769
Te -1.8779 0.9344 -0.3750
C -3.7577 -0.0689 -0.5716
C -4.4084 0.6060 -1.7539
C -5.7865 0.5872 -1.9316
C -6.3531 1.1945 -3.0412
C -5.5443 1.8250 -3.9765
C -4.1698 1.8511 -3.8007
C -3.5967 1.2422 -2.6908
H -1.6007 0.4463 -3.0150
H -1.6446 2.1965 -2.7454
H -4.3351 0.0447 0.3433
H -3.5892 -1.1291 -0.7599
H -6.4183 0.1019 -1.1977
H -7.4268 1.1848 -3.1709
H -5.9856 2.3081 -4.8377
H -3.5397 2.3528 -4.5246
```

Calculated values
Charge: +1
Frontier orbital gap (spin up / spin down): 7.52 / 6.60 eV
2S+1: 2
Energy above the lowest of the compared OMol25 structures with the same formula, charge and spin: 12.7 kcal per mole
LUMO (spin up / spin down): -3.16 / -4.10 eV
Electronic energy: -59259.881 eV

From a Löwdin analysis of the wavefunction, the atomic charges in e read: 1.118, -0.072, -0.388, -0.054, -0.169, -0.174, -0.134, -0.140, -0.139, 0.025, -0.209, 0.117, 0.099, -0.202, 0.121, -0.139, 0.109, 0.108, 0.053, 0.091, 0.107, 0.089, 0.077, 0.136, 0.121, 0.130, 0.124, 0.148, -0.080, -0.564, -0.176, -0.145, 0.006, 0.040, -0.201, 0.060, -0.097, 0.047, -0.197, 0.087, 0.124, 0.129, 0.142, 0.143, 0.134, -0.380, 1.469, -0.401, -0.299, -0.032, -0.065, -0.064, -0.029, -0.299, 0.060, 0.068, 0.067, 0.042, 0.119, 0.110, 0.111, 0.120

No. 5
A cluster of 2 separate species, C4H13NO in total. Source: the OMol25 dataset; level of theory: wB97M-V/def2-TZVPD.

```
19
C4H13NO, DFT wB97M-V/def2-TZVPD
C 2.3958 -0.3330 0.4425
C 1.0997 -1.1282 0.9905
C 0.0905 -0.7455 -0.1038
C -1.4098 -0.4863 0.4683
N -2.2076 0.5971 -0.2118
H 2.6265 -0.6581 -0.5366
H 3.1417 -0.4029 1.3182
H 2.2253 0.8077 0.4493
H 1.2790 -2.1943 1.1286
H 1.1592 -0.7204 2.0705
H 0.3741 0.3095 -0.3682
H 0.0379 -1.4857 -0.9585
H -1.1445 0.0232 1.4165
H -1.8775 -1.4058 0.4012
H -2.6841 0.3312 -1.0060
H -2.9426 0.8456 0.5321
O -0.7281 2.6083 -1.9236
H -0.7272 2.2734 -2.7664
H -0.7083 1.7642 -1.3427
```

Calculated values
Frontier orbital gap: 10.44 eV
2S+1: 1
Structure (SMILES): CCCCN.O
Energy above the lowest of the compared OMol25 structures with the same formula, charge and spin: 51.8 kcal per mole
LUMO: 0.96 eV
Electronic energy: -7894.413 eV

From a Löwdin analysis of the wavefunction, the atomic charges in e read: -0.137, -0.256, -0.215, -0.233, -0.022, 0.042, 0.083, 0.091, 0.087, 0.122, 0.078, 0.126, 0.111, 0.068, 0.024, 0.109, -0.074, -0.034, 0.030

No. 6
The ion C5H12NS with charge -1. Source: the OMol25 dataset; level of theory: wB97M-V/def2-TZVPD.

```
19
C5H12NS, DFT wB97M-V/def2-TZVPD
C 0.5655 -1.4165 2.0642
C 0.9402 0.0707 1.8201
C 1.1194 0.2290 0.3007
N -0.2281 0.0803 -0.3064
C -0.4784 -0.0261 -1.7710
C -1.7857 0.8165 -2.0777
S -1.8187 2.4452 -1.2741
H -0.3123 -1.6654 1.4440
H 1.2392 -2.1801 1.6707
H 0.4823 -1.4520 3.1629
H 0.2332 0.8312 2.1515
H 1.8240 0.2004 2.4949
H 1.7603 1.1373 0.1156
H 1.7360 -0.5285 -0.1833
H -0.4585 1.0980 -0.2768
H -0.6793 -1.0885 -1.9384
H 0.2653 0.3369 -2.5154
H -1.8170 0.9646 -3.1542
H -2.5874 0.1473 -1.7273
```

Calculated values
Charge: -1
Frontier orbital gap: 6.37 eV
2S+1: 1
Structure (SMILES): CCCNCC[S-]
Energy above the lowest of the compared OMol25 structures with the same formula, charge and spin: 28.7 kcal per mole
LUMO: 3.82 eV
Electronic energy: -17704.547 eV

From a Löwdin analysis of the wavefunction, the atomic charges in e read: -0.145, -0.255, -0.287, -0.121, -0.325, -0.751, 0.143, 0.060, 0.056, 0.058, 0.101, 0.097, 0.107, 0.090, -0.048, 0.080, 0.093, 0.014, 0.033

No. 7
A cluster of 3 separate species, C5H13NO2 in total. Source: the OMol25 dataset; level of theory: wB97M-V/def2-TZVPD.

```
21
C5H13NO2, DFT wB97M-V/def2-TZVPD
N -2.0628 1.5806 -0.5398
C -0.7213 1.8373 -1.0357
C 2.6203 0.0322 1.6509
C 2.1236 -0.3807 0.4235
C 1.1555 0.2512 -0.3911
C 0.3293 1.3295 -0.1156
H -2.2505 0.5918 -0.4700
H -2.7739 2.0144 -1.1182
H -0.5176 1.4561 -2.0583
H -0.6325 2.9275 -1.1902
H 3.1672 -0.5328 2.3871
H 2.3348 1.0433 1.9447
H 2.5271 -1.3196 0.0331
H 1.1686 -0.0868 -1.4359
H 0.6394 1.9074 0.7560
H -1.2111 -2.2597 -2.0514
H -1.4715 -1.9793 -0.5910
O -1.8670 -1.8358 -1.4909
H -0.7135 -1.9253 2.4211
H 0.1481 -1.2120 1.3983
O -0.5454 -1.8959 1.4800
```

Calculated values
Charge: -1
Frontier orbital gap (spin up / spin down): 4.16 / 6.68 eV
2S+1: 2
Energy above the lowest of the compared OMol25 structures with the same formula, charge and spin: 37.8 kcal per mole
LUMO (spin up / spin down): 3.81 / 3.76 eV
Electronic energy: -10979.297 eV

From a Löwdin analysis of the wavefunction, the atomic charges in e read: -0.029, -0.373, -0.126, -0.350, -0.260, -0.188, 0.035, 0.038, 0.090, 0.084, -0.020, -0.005, 0.064, 0.076, 0.064, 0.022, 0.024, -0.092, 0.023, 0.006, -0.084

No. 8
An isolated molecule of C26H26ClN5O4. Source: the OMol25 dataset; level of theory: wB97M-V/def2-TZVPD.

```
62
C26H26ClN5O4, DFT wB97M-V/def2-TZVPD
C -7.2649 -1.6530 -0.5223
O -6.8852 -0.3795 -0.0595
C -5.5649 -0.0955 0.0481
C -4.5254 -0.9662 -0.2631
C -3.2064 -0.5760 -0.1210
C -2.9038 0.6964 0.3412
N -1.5416 1.0676 0.4919
N -0.7834 0.1176 1.0286
C 0.4997 0.2659 1.1882
C 1.1975 -0.9117 1.7951
O 2.3188 -0.8653 2.2709
N 0.4580 -2.0331 1.7548
C 0.9877 -3.3095 2.1695
C 2.0943 -3.8116 1.2341
C 1.6507 -3.8939 -0.2300
N 1.6042 -2.6210 -0.9050
C 2.7989 -1.8611 -1.1961
C 2.3515 -0.8687 -2.2765
C 0.8358 -0.7804 -2.0966
C 0.4689 -2.0339 -1.3207
O -0.6544 -2.4438 -1.0971
C 1.1443 1.4573 0.7566
C 2.4862 1.9479 0.6831
C 3.7326 1.4564 1.0699
C 4.8484 2.2223 0.8169
C 4.7524 3.4698 0.1947
C 3.5341 3.9854 -0.1895
C 2.4012 3.2171 0.0567
N 1.0926 3.4966 -0.2359
C 0.6271 4.7029 -0.8633
C 0.3316 2.4460 0.1769
C -1.0937 2.2981 0.0159
O -1.8556 3.1041 -0.4982
C -3.9232 1.5839 0.6650
C -5.2350 1.1859 0.5130
Cl -6.5109 2.2726 0.9110
H -6.9009 -1.8358 -1.5381
H -8.3536 -1.6498 -0.5243
H -6.9058 -2.4448 0.1426
H -4.7340 -1.9580 -0.6293
H -2.4117 -1.2573 -0.3852
H -0.4268 -1.9929 1.2707
H 0.1629 -4.0226 2.1985
H 1.4069 -3.2011 3.1751
H 2.3996 -4.8049 1.5648
H 2.9532 -3.1459 1.3196
H 0.6447 -4.3176 -0.2961
H 2.3446 -4.5428 -0.7784
H 3.1443 -1.3364 -0.2975
H 3.5970 -2.5255 -1.5385
H 2.5901 -1.2591 -3.2662
H 2.8411 0.0963 -2.1606
H 0.5428 0.0931 -1.5137
H 0.2873 -0.7478 -3.0369
H 3.8034 0.5062 1.5726
H 5.8215 1.8576 1.1097
H 5.6512 4.0416 0.0170
H 3.4601 4.9520 -0.6636
H -0.4516 4.6353 -0.9913
H 1.1021 4.8267 -1.8388
H 0.8664 5.5681 -0.2410
H -3.7032 2.5760 1.0213
```

Calculated values
Frontier orbital gap: 8.15 eV
2S+1: 1
Structure (SMILES): COc1ccc(-n2nc(C(=O)NCCCN3CCCC3=O)c3c4ccccc4n(C)c3c2=O)cc1Cl
LUMO: 0.11 eV
Electronic energy: -55548.829 eV

From a Löwdin analysis of the wavefunction, the atomic charges in e read: -0.080, -0.114, -0.302, 0.000, 0.009, -0.179, 0.026, 0.163, -0.115, -0.423, 0.062, 0.077, -0.159, -0.149, -0.133, -0.057, -0.128, -0.129, -0.060, -0.468, 0.037, -0.020, -0.086, -0.014, -0.083, -0.083, -0.012, -0.160, -0.020, 0.000, -0.055, -0.327, 0.061, -0.025, -0.575, 0.724, 0.098, 0.095, 0.097, 0.108, 0.086, 0.116, 0.126, 0.123, 0.113, 0.102, 0.126, 0.125, 0.109, 0.127, 0.112, 0.108, 0.100, 0.126, 0.092, 0.101, 0.102, 0.106, 0.081, 0.100, 0.101, 0.116